240
Properties=species:S:1:pos:R:3:forces:R:3:mulliken_charge:R:1 method="wB97M-V/def2-TZVPD" relative_energy_ev=5.977 homo_energy_ev=-7.9 orbital_gap_ev=8.47
O 3.289 -2.733 -7.464 0.477 -0.101 1.222 -0.509
O 2.184 9.649 -8.371 -2.012 -0.289 0.779 -0.283
O -5.770 1.967 3.137 -0.701 -0.127 1.012 -0.414
O 5.109 7.427 1.838 1.242 0.058 -0.081 -0.509
O -3.227 9.133 -9.569 1.753 -0.407 -1.475 -0.315
O 3.459 -10.910 2.208 0.425 -0.527 -0.465 -0.473
O -8.305 17.281 4.191 0.099 -1.301 2.208 -0.326
O -2.691 2.462 -1.421 -0.200 -0.716 0.538 -0.363
O 9.052 -2.967 6.541 -1.386 -0.242 0.780 -0.288
O -8.352 -11.338 -2.822 0.061 0.092 0.366 -0.343
O -9.533 -15.272 2.559 -0.513 -0.584 -1.429 -0.305
O 4.897 -5.205 4.975 1.461 0.323 -1.062 -0.256
O -2.605 -1.927 -1.141 -0.987 -0.313 0.812 -0.282
O -6.021 13.071 3.065 -0.666 0.018 -0.049 -0.302
N -0.768 8.914 -7.771 -1.293 -1.946 -0.820 -0.203
N 8.086 -5.587 4.745 -0.799 0.840 -0.726 -0.409
N 4.783 -11.414 2.222 2.014 0.867 0.284 0.410
N 3.221 -2.416 -8.800 -0.935 1.566 -2.958 0.271
N 6.362 6.994 2.416 0.271 -0.836 1.017 0.338
N -6.405 15.010 5.398 -0.205 0.789 0.330 -0.372
N -9.465 -12.824 0.570 0.443 1.514 -1.490 -0.382
N -0.836 0.239 -0.488 0.307 0.110 1.378 -0.315
N -6.253 2.796 4.188 1.399 2.654 1.237 0.348
C 7.125 -4.536 4.397 0.965 0.832 -0.434 -0.952
C 7.545 7.806 2.071 0.719 -0.337 2.026 1.516
C -8.316 1.553 4.475 -0.367 0.202 -0.153 -1.727
C 5.271 5.011 3.253 -1.044 -0.113 0.289 -2.126
C -10.110 -16.074 3.578 1.693 0.149 0.443 -0.758
C 4.782 -11.513 4.722 -1.480 0.480 -1.103 -1.984
C 1.599 8.793 -7.368 0.368 1.681 1.016 -0.599
C 9.699 -4.061 5.917 0.922 0.139 -0.136 -0.766
C -8.516 -12.283 -0.461 0.072 -0.153 0.294 -0.559
C -1.260 2.398 -1.481 -0.006 0.112 -0.721 -0.813
C 8.817 7.151 2.796 -0.756 -0.684 -2.315 -1.207
C 0.223 9.363 -6.896 1.755 -0.087 -0.254 -0.670
C 7.703 8.143 0.612 0.645 -0.870 -0.415 -1.737
C 7.190 -13.097 2.154 -0.422 1.779 -0.152 -0.734
C 5.941 -4.252 5.281 -0.425 -1.618 -0.238 -0.377
C -7.675 2.948 4.300 -3.216 -1.047 -1.634 1.493
C 5.032 -12.279 3.384 1.179 0.461 0.499 1.641
C 3.796 -5.142 5.794 0.023 0.048 1.332 -0.766
C -8.312 3.535 3.016 0.791 -0.628 -1.720 -2.010
C 6.968 -12.063 1.030 -1.721 -0.530 0.565 -1.140
C -5.446 1.415 6.141 0.855 -0.071 -0.520 -1.748
C 4.706 -12.680 0.073 -1.439 -0.307 -0.016 -1.742
C -2.111 9.180 -7.372 -0.811 -0.159 -0.486 -0.746
C 5.449 -11.610 0.894 0.710 -0.098 -1.162 1.450
C 6.521 -12.583 3.481 1.528 -0.776 -2.007 -1.133
C 2.491 -4.664 -9.437 1.058 -0.660 0.368 -2.016
C -5.549 11.958 2.309 0.747 1.192 0.240 -0.758
C 4.976 -4.107 -9.237 -0.472 0.071 0.642 -1.652
C 3.568 -3.563 -9.645 0.993 -0.115 -0.731 1.467
C -1.193 -2.001 -1.410 -0.728 -0.284 0.008 -0.460
C -0.370 -1.130 -0.436 -1.518 -0.445 -1.474 -0.902
C -6.031 3.878 6.457 0.556 -0.323 -1.452 -1.297
C 7.694 4.879 3.040 0.320 1.676 -0.801 -1.102
C 7.415 9.119 2.828 -0.486 0.210 0.021 -1.929
C 2.664 0.013 -8.573 -0.340 -0.072 0.125 -1.789
C 5.065 -0.677 -8.461 -0.700 -0.371 -0.117 -1.744
C -8.280 3.850 5.394 1.205 0.059 0.192 -1.255
C 4.329 -1.845 -11.452 -1.363 -0.886 0.507 -0.725
C 3.682 -1.014 -9.096 0.427 0.003 0.248 1.373
C -6.490 12.720 4.350 -0.339 -0.323 0.207 -0.742
C -0.666 1.008 -1.708 -0.388 -0.825 0.889 -0.188
C 6.414 5.504 2.390 -0.840 -0.678 -0.125 1.597
C 8.964 5.616 2.583 -0.671 0.256 0.216 -0.773
C -5.431 2.799 5.436 -1.335 0.625 0.836 1.597
C -8.420 16.559 5.507 -0.034 0.234 -1.064 -0.401
C 9.840 -1.789 6.623 0.438 -1.164 -0.815 -0.727
C -9.574 17.479 3.633 -0.591 0.603 -0.594 -0.769
C -4.031 8.497 -10.582 -0.059 -0.107 1.684 -0.694
C 3.406 9.321 -8.919 0.350 0.185 -0.672 -0.754
C -7.517 3.804 6.700 0.382 0.102 -1.013 -0.630
C 4.234 -13.507 3.310 -1.675 -2.068 0.613 -1.901
C -3.129 8.484 -8.295 -1.180 1.786 -0.064 -0.598
C 8.926 -5.394 5.940 -1.387 0.319 -0.391 -0.570
C -3.353 -3.157 -1.369 0.638 1.146 0.191 -0.785
C -4.004 3.250 5.135 -0.238 -0.747 0.124 -2.016
C -9.054 -10.486 -3.739 -0.287 -0.151 0.583 -0.730
C 5.489 -10.249 0.093 -0.588 -1.084 0.155 -1.679
C -9.182 -11.861 -1.776 -1.689 0.621 0.066 -0.522
C -10.488 -14.815 1.589 -0.427 1.045 0.589 -0.808
C -9.886 -14.169 0.324 -0.014 -0.990 1.764 -0.311
C -7.101 16.083 6.126 -0.514 -0.068 -0.446 -0.878
C -3.422 2.092 -2.604 1.679 1.124 0.088 -0.687
C 3.748 -0.719 -10.608 0.183 -0.805 -0.006 -1.179
C 6.223 5.009 0.946 0.498 0.132 -0.924 -1.690
C -7.228 13.853 5.092 0.524 -0.774 -1.219 -0.433
C 3.541 -3.173 -11.170 0.682 1.021 0.926 -1.164
H 5.617 -3.234 5.060 -0.303 0.095 0.451 0.372
H 6.696 8.333 0.238 0.279 0.265 -0.380 0.380
H -0.928 3.072 -2.271 0.109 0.097 -0.311 0.426
H -5.140 12.413 1.407 -0.160 -0.226 -0.151 0.250
H 5.645 -10.382 -0.977 0.183 -0.589 -0.037 0.376
H -5.877 4.877 6.050 0.405 0.098 -0.291 0.445
H -7.304 15.711 7.130 -0.372 -0.004 0.094 0.403
H -1.769 0.302 -0.105 -0.108 0.027 -0.203 0.303
H 8.860 7.451 3.843 -0.152 -0.236 -0.039 0.428
H -4.699 11.531 2.841 -0.007 -0.469 0.070 0.318
H 8.297 9.757 2.769 0.083 -0.058 -0.431 0.384
H -2.338 8.806 -6.374 0.359 -0.441 0.160 0.366
H 5.880 3.999 0.720 0.452 -0.512 0.920 0.436
H -9.096 -12.673 1.499 0.130 -0.225 -0.112 0.260
H -7.778 2.843 7.142 -0.240 0.535 1.006 0.322
H 6.998 -11.631 3.714 0.327 -0.150 0.252 0.419
H 4.626 7.716 2.616 -0.083 0.102 0.068 0.354
H -9.056 15.691 5.333 -0.231 0.039 -0.004 0.327
H -0.847 -3.026 -1.277 0.033 -0.260 -0.463 0.528
H 8.279 -13.133 2.177 0.062 -0.434 0.774 0.374
H 4.853 -4.400 -8.195 0.226 -0.432 -0.017 0.397
H -7.719 13.353 5.927 0.500 0.370 0.709 0.368
H 4.201 -1.582 -12.502 0.286 -0.080 -0.089 0.389
H 6.758 -13.355 4.213 -0.395 0.359 0.517 0.429
H -6.289 11.200 2.051 -0.255 0.075 0.233 0.294
H -11.231 -15.554 1.290 0.342 -0.627 0.076 0.428
H -6.133 15.462 4.537 0.301 -0.446 -0.427 0.296
H -9.521 -9.644 -3.228 -0.114 0.017 0.358 0.318
H -9.397 1.595 4.341 -0.148 0.203 0.366 0.462
H 3.001 1.008 -8.864 0.187 0.089 0.218 0.398
H 7.300 8.905 3.890 -0.543 0.138 -0.046 0.468
H 6.782 -4.839 3.407 -0.184 0.519 -0.163 0.406
H 4.351 0.176 -10.761 -0.094 0.184 0.194 0.412
H 4.480 -14.243 2.544 0.242 0.449 -0.377 0.276
H -5.611 0.662 5.370 -0.167 -0.170 0.169 0.350
H -5.386 2.596 2.521 0.061 0.105 -0.102 0.337
H -8.098 2.880 2.171 0.222 -0.374 -0.093 0.460
H 3.430 -4.120 5.899 -0.608 0.100 -0.449 0.303
H 1.448 -4.347 -9.425 0.150 0.273 -0.575 0.403
H 2.549 -3.337 -7.360 -0.268 0.073 0.362 0.379
H 8.269 -5.411 6.810 0.374 0.064 0.614 0.304
H -11.060 -14.061 2.129 -0.409 0.394 -0.182 0.382
H 2.738 -0.501 -10.956 -0.058 -0.034 -0.160 0.432
H 4.278 -14.112 4.215 0.250 0.160 0.411 0.470
H 5.416 5.359 4.276 -0.207 0.088 0.041 0.446
H 4.046 -3.917 -11.787 -0.310 -0.489 0.300 0.422
H -10.315 17.935 4.289 0.248 0.348 0.548 0.315
H 3.171 -13.283 3.221 -0.071 0.149 -0.267 0.370
H 10.685 -4.171 6.370 0.118 -0.406 0.537 0.549
H -1.129 0.528 -2.570 -0.306 0.049 -0.367 0.203
H -8.081 14.036 4.439 -0.154 0.558 -0.343 0.235
H -0.891 2.811 -0.542 -0.174 -0.150 0.069 0.364
H 0.120 9.020 -5.866 -0.502 -0.461 -0.033 0.376
H -3.579 1.020 -2.726 -0.236 0.032 0.273 0.193
H -6.498 16.977 6.287 0.569 -0.241 -0.304 0.371
H 3.639 -12.468 0.142 -0.242 0.060 0.240 0.401
H -7.267 11.958 4.288 -0.232 -0.378 -0.392 0.363
H -3.967 4.208 4.617 -0.078 -0.165 -0.182 0.419
H -4.137 8.724 -7.958 -0.175 -0.738 1.170 0.401
H -7.915 4.482 2.649 0.178 0.330 0.628 0.457
H 7.700 3.837 2.720 0.089 -0.065 0.325 0.401
H 1.533 7.729 -7.596 -0.343 0.063 -0.791 0.333
H -4.415 -3.123 -1.125 0.064 1.016 0.609 0.246
H 4.799 -13.702 0.442 0.304 0.086 0.369 0.281
H -3.819 8.865 -11.585 0.109 0.375 0.363 0.239
H 0.678 -1.239 -0.717 0.145 0.268 -0.050 0.357
H 9.572 -6.272 5.953 0.312 0.332 0.294 0.370
H 0.406 0.948 -1.897 0.150 0.822 -0.233 0.330
H 9.611 7.653 2.244 0.454 0.009 0.373 0.437
H 6.563 9.626 2.374 -0.094 0.449 0.493 0.439
H -9.886 -12.598 -2.162 0.412 -0.748 -0.301 0.333
H -1.157 -1.642 -2.439 0.875 -0.300 -0.202 0.249
H 3.069 -5.889 5.478 -0.156 0.408 -0.191 0.236
H 5.035 -1.124 -7.467 0.431 0.361 0.144 0.424
H -8.094 -11.366 -0.049 0.269 -0.151 0.090 0.358
H 7.582 -11.166 1.109 0.182 -0.190 0.307 0.423
H 4.940 -12.075 5.642 0.480 -0.144 -0.301 0.361
H 5.928 -1.043 -9.016 -0.139 -0.338 -0.068 0.334
H -5.057 8.684 -10.264 -0.406 0.027 -0.550 0.283
H -10.117 16.613 3.253 0.519 -0.743 0.009 0.307
H -0.612 9.210 -8.723 0.075 0.128 0.008 0.204
H 5.762 -3.355 -9.175 -0.215 0.313 -0.426 0.312
H 9.804 5.256 3.177 0.182 -0.061 -0.199 0.400
H -9.398 3.593 2.950 -0.071 0.063 0.861 0.359
H -2.942 7.410 -8.296 0.086 -0.054 -0.439 0.344
H -10.708 -16.934 3.275 -0.513 0.426 -0.460 0.317
H -3.463 3.351 6.076 0.041 0.000 0.039 0.426
H 4.180 9.252 -8.156 0.226 -0.330 -0.045 0.298
H -9.296 3.570 5.674 -0.120 -0.364 -0.687 0.318
H 2.486 -3.123 -11.439 0.029 0.296 -0.359 0.391
H 6.282 -4.429 6.301 -0.350 0.567 0.445 0.302
H -9.039 -14.814 0.093 0.117 -0.243 -0.716 0.287
H -8.409 -10.025 -4.487 0.503 -0.530 0.220 0.264
H 3.593 -10.041 2.593 -0.234 0.231 -0.055 0.353
H 8.189 7.344 0.053 -0.416 -0.412 -0.138 0.356
H -9.908 -11.122 -1.437 0.033 0.744 -0.114 0.307
H 8.413 8.956 0.464 -0.442 0.457 0.139 0.464
H -9.233 -16.535 4.032 0.008 -0.025 0.300 0.263
H 4.492 -9.809 0.126 0.220 0.522 0.412 0.427
H 7.249 -12.631 0.143 -0.125 0.608 -0.510 0.291
H -3.423 -3.332 -2.442 0.815 -0.777 -0.067 0.287
H 4.087 -5.396 6.813 0.014 -0.290 0.431 0.314
H 5.125 3.931 3.287 0.714 -0.224 -0.089 0.408
H -5.686 12.216 4.887 0.321 0.411 0.490 0.444
H -4.457 1.203 6.547 0.120 0.028 0.107 0.460
H 5.172 0.407 -8.446 -0.016 -0.014 0.374 0.460
H 9.299 -0.912 6.978 -0.368 -0.409 -0.125 0.232
H -7.720 -13.000 -0.664 0.280 -0.098 0.030 0.335
H 3.649 10.131 -9.607 0.175 0.272 0.231 0.248
H 7.640 -3.576 4.368 0.257 0.010 -0.488 0.397
H 4.818 -12.786 -1.006 0.879 0.602 -0.081 0.430
H -10.548 -15.441 4.350 -0.596 -0.127 -0.084 0.288
H -2.933 -3.891 -0.681 0.160 -0.634 -0.749 0.326
H -10.677 -14.193 -0.426 0.255 -0.114 -0.245 0.283
H 6.329 -9.631 0.410 -0.501 0.320 0.434 0.337
H -4.314 2.717 -2.643 -0.206 -0.479 0.275 0.266
H 5.316 -10.564 4.686 0.316 -0.154 0.256 0.426
H 7.407 -6.335 4.743 0.889 -1.205 0.830 0.265
H -2.259 10.253 -7.251 -0.575 0.456 -0.411 0.397
H -8.073 1.225 5.486 -0.094 -0.588 -0.200 0.377
H -5.419 3.829 7.358 -0.134 -0.192 0.148 0.422
H -7.810 4.781 7.085 -0.212 -0.671 1.597 0.367
H 0.117 10.445 -6.826 1.072 0.567 0.120 0.404
H 7.187 5.159 0.459 -0.037 -0.162 -0.430 0.322
H 2.714 -5.465 -10.143 -0.500 0.166 -0.555 0.426
H 4.297 5.318 2.871 0.024 0.500 0.067 0.475
H 7.725 4.988 4.124 -0.723 -0.302 0.116 0.364
H 2.212 8.797 -6.467 0.616 0.277 0.074 0.378
H 1.692 -0.085 -9.057 -0.029 -0.392 -0.083 0.445
H 10.694 -1.964 7.277 0.203 0.065 0.118 0.285
H 5.370 -4.935 -9.826 -0.337 -0.097 -0.063 0.396
H -8.011 0.876 3.677 0.554 -0.173 0.348 0.331
H -0.499 -1.621 0.528 -0.001 0.607 0.356 0.359
H -6.135 1.283 6.975 -0.289 0.208 -0.261 0.336
H 5.379 -2.045 -11.236 0.093 0.211 -0.055 0.333
H 9.985 -3.766 4.907 -0.379 -0.149 -0.579 0.451
H -8.369 4.875 5.034 0.333 0.128 -0.094 0.538
H 3.352 8.468 -9.595 0.116 -0.641 0.378 0.298
H -2.789 2.452 -3.414 -0.123 -0.224 -0.633 0.356
H -8.898 17.200 6.248 -0.230 0.293 -0.176 0.418
H -3.536 2.438 4.578 0.319 0.296 -0.282 0.472
H -3.913 7.413 -10.593 0.296 -0.158 0.058 0.291
H 2.470 -0.006 -7.500 0.336 -0.100 0.071 0.352
H -9.461 18.148 2.780 0.162 0.042 0.030 0.272
H 6.834 -14.063 1.794 -0.178 -0.085 0.342 0.369
H 9.109 5.332 1.541 0.430 0.435 -0.142 0.331
H -9.846 -11.020 -4.263 -0.058 -0.238 -0.047 0.295
H 3.728 -11.234 4.744 -0.225 0.013 0.105 0.472
H 10.198 -1.663 5.601 0.363 0.811 -0.041 0.326
H 5.478 5.538 0.353 0.090 0.774 0.444 0.327
H 2.623 -5.241 -8.521 0.218 0.358 0.562 0.562